ORCA calculation (wB97M-V/def2-TZVPD) on one molecule with the formula C22H27F3N4O2 at a distorted geometry.

Properties
- energy relative to the best compared isomer or geometry (same formula, charge and spin) (kcal per mole) = 0.0
- structure (SMILES) = Cc1noc(C)c1C(=O)N1CCC[C@@H](N2CCN(c3cccc(C(F)(F)F)c3)CC2)C1
- E_tot (eV) = -41460.155
- highest occupied orbital energy (eV) = -7.9
- LUMO energy (eV) = 0.52
- molecular weight (g/mol) = 436.5
- orbital gap (eV) = 8.46

```
58
C22H27F3N4O2 | the OMol25 dataset | wB97M-V/def2-TZVPD
F -2.467 -6.498 -1.896
F -3.912 -5.070 -1.197
F -3.888 -7.060 -0.385
O -0.054 1.693 -2.310
O -1.706 5.797 -2.052
N 1.259 2.784 -0.836
N -2.669 4.987 -1.546
N 1.633 -0.367 0.456
N 0.250 -2.819 0.720
C 2.177 0.970 0.594
C -2.131 3.820 -1.322
C -0.306 -4.708 2.119
C -1.385 -4.460 -0.003
C -0.548 5.121 -2.131
C 1.993 3.304 1.442
C 2.211 1.698 -0.771
C 0.643 5.812 -2.681
C 1.633 -2.684 1.120
C 1.908 -1.250 1.569
C -1.043 -5.845 2.366
C -0.452 -3.980 0.926
C -2.886 2.670 -0.776
C 1.481 1.880 1.625
C 1.493 3.862 0.100
C -3.093 -6.058 -0.785
C 0.175 2.685 -1.637
C -0.743 3.847 -1.665
C -2.127 -5.598 0.267
C -0.074 -1.905 -0.353
C -1.968 -6.310 1.445
C 0.233 -0.473 0.094
H 1.689 1.525 2.635
H 0.015 0.197 -0.736
H 3.215 0.828 0.919
H 0.381 -4.363 2.877
H 1.400 5.082 -2.953
H 1.646 3.947 2.251
H 1.055 6.502 -1.945
H -0.430 -0.230 0.943
H 0.359 6.388 -3.559
H 0.401 1.861 1.470
H -3.950 2.885 -0.795
H 1.874 -3.381 1.920
H 0.508 -2.132 -1.257
H 2.285 -2.903 0.260
H -2.582 2.474 0.252
H -2.673 1.783 -1.370
H -1.530 -3.966 -0.950
H 2.959 -1.156 1.854
H 1.281 -1.022 2.449
H -2.551 -7.197 1.636
H 3.209 2.113 -0.943
H 2.229 4.564 -0.314
H 1.981 0.996 -1.572
H 0.555 4.401 0.248
H -1.137 -1.965 -0.583
H 3.084 3.295 1.468
H -0.906 -6.375 3.296
```